Here is a molecular structure, C28H30AuFN3O5S from OMol25. Energies are from wB97M-V/def2-TZVPD.

Geometry as XYZ:
```
69
Properties=species:S:1:pos:R:3:forces:R:3:nbo_charge:R:1
Au 1.7149 2.7821 1.1344 0.1 -0.4 0.0 1.539
C -1.9463 -2.7435 4.7076 0.0 0.0 0.0 -0.630
C -2.7031 -1.6983 3.9085 0.0 0.1 0.0 -0.212
N -1.8147 -0.9511 2.9783 0.0 0.1 0.0 -0.304
C -1.3874 0.2448 3.3498 0.0 -0.1 0.0 0.203
C -0.5107 1.0337 2.6172 0.0 0.0 0.1 -0.328
C -0.2123 2.3597 3.2620 -0.1 -0.1 -0.2 0.767
O -0.6524 2.6287 4.3390 0.0 0.1 0.1 -0.510
O 0.4942 3.2662 2.5751 0.3 -0.1 -0.2 -0.704
C -0.0341 0.5311 1.4119 0.0 -0.1 0.1 0.473
O 0.8319 1.1116 0.6142 0.0 0.4 0.0 -0.633
C -0.4915 -0.7535 0.9855 0.0 -0.1 -0.1 -0.168
C -0.0572 -1.3243 -0.2267 0.1 0.0 0.0 -0.196
C -0.4980 -2.5468 -0.6107 0.0 0.0 0.0 0.367
F -0.0785 -3.0091 -1.7984 0.0 0.0 0.0 -0.307
C -1.3956 -3.3396 0.1657 0.1 0.1 0.2 0.192
C -1.8169 -2.7626 1.3615 0.0 -0.1 0.0 -0.322
C -1.3841 -1.4965 1.7744 0.0 0.0 0.0 0.295
N -1.8014 -4.5923 -0.2421 -0.2 0.0 -0.2 -0.409
C -2.7794 -5.3626 0.5090 0.0 0.0 0.0 -0.241
C -3.7629 -6.0551 -0.4228 0.0 -0.1 -0.1 -0.228
N -3.0263 -6.8606 -1.4862 0.0 0.0 0.0 -0.498
C -1.5351 -6.8020 -1.3100 0.0 0.0 0.0 -0.238
C -1.0781 -5.3559 -1.2745 0.1 0.0 0.0 -0.235
H -2.6324 -3.2272 5.4015 0.0 0.0 0.0 0.256
H -1.1523 -2.2799 5.2922 0.0 0.0 0.0 0.235
H -1.5007 -3.5128 4.0779 0.0 0.0 0.0 0.211
H -3.1391 -0.9522 4.5685 0.0 0.0 0.0 0.240
H -3.5250 -2.1087 3.3239 0.0 0.0 0.0 0.217
H -1.7438 0.6271 4.2981 0.0 0.0 0.0 0.272
H 0.6332 -0.7972 -0.8738 -0.1 0.0 0.0 0.267
H -2.4600 -3.3099 2.0261 0.0 -0.1 0.0 0.230
H -3.3857 -4.7178 1.1365 0.0 0.1 0.0 0.248
H -2.3002 -6.0832 1.1786 0.0 0.0 0.0 0.217
H -4.3833 -5.3326 -0.9471 0.0 0.0 0.0 0.241
H -4.4037 -6.7388 0.1291 0.0 0.0 0.0 0.254
H -3.2676 -6.5021 -2.4121 0.0 0.0 0.0 0.444
H -3.3387 -7.8336 -1.4752 0.0 0.0 0.0 0.455
H -1.0771 -7.3179 -2.1514 0.0 0.0 0.0 0.264
H -1.2984 -7.3501 -0.4012 0.0 0.0 0.0 0.238
H -1.2159 -4.9083 -2.2589 0.0 0.0 0.0 0.228
H -0.0060 -5.3759 -1.0715 0.0 0.0 0.0 0.246
O 2.7949 4.4356 1.7453 -0.2 0.1 0.1 -0.878
H 2.2273 5.0212 2.2803 0.0 0.0 0.0 0.550
H 3.5576 4.2025 2.3004 0.1 0.0 0.0 0.543
O 3.1058 2.3319 -0.2495 -0.2 0.0 0.3 -0.930
S 3.5233 3.1431 -1.5262 -0.1 0.2 -0.2 1.279
C 3.3741 4.8672 -1.1533 0.1 0.0 -0.1 -0.233
C 4.5325 5.4575 -0.6453 0.0 -0.1 -0.1 -0.218
C 4.5263 6.8097 -0.3542 -0.1 0.1 0.0 -0.196
C 3.3789 7.5612 -0.5872 0.0 0.0 0.0 -0.142
C 2.2380 6.9689 -1.1158 0.0 0.0 0.0 -0.196
C 2.2268 5.6142 -1.4087 0.0 -0.1 0.1 -0.233
C 2.2828 2.8669 -2.7570 0.0 0.1 0.1 -0.208
C 2.7405 2.9270 -4.0670 0.0 0.0 0.0 -0.212
C 1.8266 2.7768 -5.0998 0.0 0.0 0.0 -0.176
C 0.4877 2.5538 -4.8117 0.0 0.0 0.0 -0.160
C 0.0495 2.4772 -3.4939 0.0 0.0 0.0 -0.186
C 0.9466 2.6379 -2.4513 0.1 0.0 -0.1 -0.250
H 5.4356 4.8706 -0.5121 0.0 0.0 0.0 0.241
H 5.4199 7.2858 0.0254 0.0 0.0 0.0 0.251
H 3.3833 8.6222 -0.3761 0.0 0.0 0.0 0.250
H 1.3621 7.5683 -1.3227 0.0 0.0 0.0 0.248
H 1.3495 5.1594 -1.8466 0.0 0.0 -0.1 0.239
H 3.7893 3.0912 -4.2824 0.0 0.0 0.0 0.245
H 2.1631 2.8291 -6.1258 0.0 0.0 0.0 0.251
H -0.2211 2.4397 -5.6206 0.0 0.0 0.0 0.244
H -0.9985 2.3086 -3.2853 0.0 0.0 0.0 0.233
H 0.6188 2.5894 -1.4231 -0.1 0.0 0.0 0.207
```
Forces are in eV/Å.

Summary:
DFT total energy	-2258.22666	Eh
orbital gap	6.57	eV
maximum force	0.45	eV/A
net charge	+3
lowest unoccupied orbital energy	-0.3499	hartree

Here is a molecular structure, C28H30Br2N5O2ReSi from OMol25. Energies are from wB97M-V/def2-TZVPD.

Geometry as XYZ:
```
69
Properties=species:S:1:pos:R:3:forces:R:3:lowdin_spin:R:1
Re 0.2103 1.6554 0.1502 -0.3 -0.2 -0.6 1.660
C 3.3695 2.2968 -0.2688 0.1 0.0 -0.1 0.006
O 2.3825 1.2908 0.1346 -0.3 -0.1 -0.1 0.034
C 2.8663 -0.0167 0.3127 0.1 0.3 0.0 0.002
C 4.2106 -0.3296 0.2972 0.1 0.0 0.0 0.023
C 4.5936 -1.6646 0.3755 0.1 0.0 0.0 -0.002
Br 6.4084 -2.0975 0.3316 0.1 0.0 0.0 -0.003
C 3.6437 -2.6633 0.4791 -0.1 0.0 0.0 0.024
C 2.2890 -2.3285 0.5762 0.0 -0.2 0.0 0.010
C 1.9123 -0.9958 0.4842 -0.2 0.0 0.0 0.021
O 0.5890 -0.5629 0.5412 -0.2 0.0 0.4 0.035
C 1.3500 -3.4332 0.7849 0.2 0.0 0.0 0.133
N 1.5310 -4.6382 0.2085 0.1 0.2 0.1 0.084
C 0.5634 -5.4111 0.6912 -0.1 -0.2 0.0 0.145
C 0.3107 -6.7988 0.4180 0.1 0.2 0.0 0.121
C -0.7283 -7.3809 1.0727 -0.1 0.0 0.1 0.014
C -1.5177 -6.6349 1.9883 0.0 0.1 0.0 0.267
C -1.3017 -5.2567 2.2652 -0.2 -0.2 0.1 0.061
C -0.2677 -4.6798 1.6077 0.2 0.0 -0.2 0.077
N 0.2776 -3.3964 1.6054 -0.1 -0.1 -0.1 0.013
H 3.9830 2.5618 0.5880 0.0 0.0 0.0 0.000
H 2.8102 3.1542 -0.6192 0.0 0.0 0.0 0.001
H 3.9714 1.8969 -1.0796 0.0 0.0 0.0 0.001
H 4.9730 0.4322 0.2159 0.0 0.0 0.0 0.001
H 3.9364 -3.7044 0.5073 0.0 0.0 0.0 0.001
H -0.0149 -1.1686 0.0778 0.0 0.1 -0.1 0.004
H 0.9458 -7.3436 -0.2679 0.0 0.1 0.0 0.003
H -0.9557 -8.4252 0.9099 0.0 0.0 0.0 -0.003
H -2.3215 -7.1393 2.5116 0.0 0.0 0.0 0.011
H -1.9333 -4.7257 2.9655 0.0 -0.1 0.0 0.000
H 0.0395 -2.6539 2.2457 0.0 0.0 0.0 0.000
C -1.9277 3.4384 2.7965 0.0 0.0 -0.1 0.004
C -2.5572 2.7316 1.6376 0.1 -0.1 0.1 0.009
C -3.9258 2.6933 1.4682 -0.1 0.0 0.0 0.010
C -4.4801 1.9903 0.4022 0.0 0.0 0.0 0.014
C -3.6761 1.3194 -0.5041 0.0 -0.1 -0.1 0.010
C -2.3118 1.3944 -0.2948 0.2 0.0 0.1 0.024
N -1.7818 2.0794 0.7450 0.2 -0.2 0.1 0.014
N -1.2304 0.8756 -0.9866 0.1 0.1 0.4 0.082
Si -1.2614 -0.3817 -2.2638 0.2 0.2 0.1 0.012
C 0.5490 -0.6791 -2.6398 0.1 -0.1 -0.1 0.004
C -2.0521 -1.8758 -1.4470 0.0 -0.1 0.0 0.005
C -2.1893 0.2054 -3.7433 0.0 0.0 -0.1 0.002
H -2.6845 3.7117 3.5269 0.0 0.0 0.0 0.000
H -1.4453 4.3607 2.4734 0.0 0.0 0.0 0.001
H -1.1877 2.8052 3.2912 0.0 0.0 0.0 0.002
H -4.5588 3.2080 2.1769 0.0 0.0 0.0 0.000
H -5.5561 1.9619 0.2841 0.0 0.0 0.0 0.001
H -4.0892 0.7539 -1.3270 0.0 0.0 0.0 0.000
H 0.9102 -1.6609 -2.3183 0.0 0.1 0.0 0.000
H 1.1898 0.0915 -2.1992 0.0 0.0 -0.1 0.003
H 0.7095 -0.6378 -3.7211 0.0 0.0 0.1 0.000
H -2.4395 -1.6436 -0.4494 0.0 0.0 0.0 0.000
H -1.3594 -2.7229 -1.3716 0.0 0.1 0.0 0.000
H -2.8985 -2.2307 -2.0414 0.0 0.0 0.1 0.001
H -1.5904 0.9023 -4.3331 0.0 0.0 0.0 0.000
H -3.1275 0.6997 -3.4909 0.0 0.0 0.0 0.000
H -2.4250 -0.6487 -4.3841 0.0 0.0 0.0 0.000
Br 0.2458 3.2285 -2.8198 0.1 0.0 -0.1 0.022
C 0.5338 4.3096 -1.3167 -0.1 -0.1 0.1 0.010
C 0.8298 5.6467 -1.4788 0.0 0.1 0.0 -0.001
C 1.1150 6.4042 -0.3536 0.0 0.0 0.0 0.009
C 1.0920 5.7991 0.8966 0.0 0.1 0.0 -0.001
C 0.7540 4.4706 0.9802 0.0 -0.1 -0.1 0.011
N 0.4726 3.7143 -0.1095 0.1 0.2 0.1 0.004
H 0.8482 6.0738 -2.4716 0.0 0.0 0.0 0.000
H 1.3610 7.4537 -0.4559 0.0 0.0 0.0 0.000
H 1.3151 6.3534 1.7971 0.0 0.0 0.0 0.000
H 0.7038 3.9660 1.9351 0.0 0.0 0.0 0.004
```
Forces are in eV/Å.

Summary:
DFT total energy	-7024.11714	Eh
orbital gap (spin up / spin down)	7.51 / 4.88	eV
maximum force	0.71	eV/A
<S²>	3.7829
spin multiplicity	4
net charge	+3
lowest unoccupied orbital energy (spin up / spin down)	-0.3088 / -0.4144	hartree

Here is a molecular structure, C28H30Br56F4O2 in a non-equilibrium geometry from OMol25. Energies are from wB97M-V/def2-TZVPD.

Geometry as XYZ:
```
120
Properties=species:S:1:pos:R:3:forces:R:3:lowdin_charge:R:1
C -2.5950 2.9422 0.3747 0.0 -0.4 0.1 -0.074
C -1.1571 2.3832 -0.1487 -1.2 0.3 -0.6 -0.225
F -1.1641 2.6322 -1.6003 0.2 -0.6 2.1 -0.088
C -0.9901 0.7990 0.0205 1.6 1.0 -1.1 -0.095
C 0.3823 0.2644 -0.6859 -1.9 0.8 0.9 -0.301
O 1.2336 0.8921 -1.4061 -8.1 -0.2 4.4 -0.311
O 0.3927 -1.1053 -0.2280 1.2 2.1 -0.9 -0.146
C -0.4554 -1.3578 0.9605 -1.2 2.0 -0.5 -0.067
C -0.7047 0.1627 1.4665 0.5 -0.2 -0.8 -0.210
C -1.7123 0.4328 2.6899 0.7 -1.2 0.0 -0.109
C -0.8328 0.7532 3.9960 -0.2 -0.6 -0.2 -0.183
C 0.0051 2.1316 3.9134 -1.0 0.2 0.7 -0.665
F -0.4509 2.9972 2.8541 0.8 -1.6 2.2 -0.049
Br 1.9843 1.7918 3.7021 -1.5 0.4 -0.7 0.670
C -0.1451 2.8650 5.3689 0.4 1.7 -0.6 -0.716
F 0.4867 4.1525 5.3091 -1.8 -2.9 0.3 -0.032
F -1.4994 3.0618 5.7655 3.2 -0.5 -1.0 -0.005
Br 0.8918 1.7369 6.6755 -1.4 1.0 -0.3 0.727
H -2.4706 3.6416 1.2913 -0.1 -1.2 -1.8 0.017
H -3.1496 3.4707 -0.4949 1.2 -0.7 1.5 0.092
H -3.3008 2.0820 0.6985 1.2 1.3 -0.6 0.076
H -0.2953 3.0106 0.2629 -1.1 -1.1 -0.5 0.155
H -1.8126 0.2909 -0.6005 0.9 0.7 1.2 0.175
H -1.4843 -1.6791 0.5544 1.7 -0.3 0.9 0.147
H 0.1001 -2.0738 1.6633 -0.9 1.1 -1.2 0.155
H 0.3661 0.4973 1.7077 -1.6 -0.1 0.1 0.117
H -2.2609 -0.5704 2.8966 0.8 1.7 -0.2 0.135
H -2.5261 1.2085 2.4863 1.5 -0.9 0.3 0.105
H -1.5548 0.7086 4.9007 1.4 0.5 -1.4 0.129
H -0.0471 -0.0831 4.1667 -1.4 1.4 -0.4 0.112
C -5.2277 5.4065 1.6162 0.1 0.0 -0.2 -1.586
Br -6.3205 4.1686 0.5986 0.2 0.3 0.3 0.540
Br -6.2531 6.9309 2.2405 0.2 -0.3 -0.1 0.598
Br -4.2960 4.5190 3.0682 -0.3 0.3 0.0 0.604
H -4.4666 5.7912 0.9374 -0.2 -0.1 0.2 -0.022
C -7.3446 1.5988 -2.6496 0.0 0.0 -0.1 -1.588
Br -8.4742 2.1849 -1.1853 0.2 -0.1 -0.3 0.508
Br -6.6959 3.0937 -3.7023 -0.1 -0.3 0.3 0.569
Br -5.8942 0.4671 -2.0320 -0.3 0.3 -0.1 0.550
H -7.9652 0.9911 -3.3074 0.2 0.2 0.2 -0.023
C 5.3330 -1.0249 4.1905 0.2 -0.1 0.0 -1.583
Br 5.1770 0.7986 3.5452 0.2 -0.3 0.1 0.547
Br 6.4576 -1.1381 5.7664 -0.3 0.1 -0.3 0.548
Br 3.5949 -1.8378 4.4850 0.3 0.2 0.0 0.539
H 5.8244 -1.5994 3.4059 -0.2 0.2 0.2 -0.023
C 4.2624 -1.3297 -2.1919 1.2 -0.6 1.5 -1.447
Br 2.7272 -0.2982 -1.5147 5.7 -3.0 -1.4 0.928
Br 3.7001 -2.7296 -3.4391 3.7 -3.7 2.2 0.456
Br 5.6283 -0.1722 -2.9538 0.3 -0.2 0.5 0.563
H 4.7192 -1.8350 -1.3393 0.1 -0.1 -0.5 -0.018
C 1.9807 0.2101 -5.8671 -2.0 2.6 0.3 -1.629
Br 0.8996 -1.0445 -6.8862 -0.4 0.5 0.5 0.552
Br 0.9183 1.6982 -5.1948 -0.3 -0.1 0.1 0.558
Br 2.9715 -0.6757 -4.4200 -6.7 5.2 0.2 0.318
H 2.7257 0.6322 -6.5615 -1.9 0.9 0.7 -0.118
C 1.8553 -5.9896 -2.0428 0.0 0.1 0.0 -1.581
Br 1.3980 -4.1138 -2.2278 -1.2 -1.2 0.7 0.547
Br 1.3300 -6.6918 -0.3109 0.1 0.1 -0.5 0.521
Br 1.1430 -7.0539 -3.5006 0.1 0.2 0.3 0.573
H 2.9416 -6.0596 -2.0986 -0.3 0.0 0.0 -0.023
C 1.4181 -7.9235 3.7617 0.0 0.1 0.2 -1.586
Br 2.9048 -8.9607 4.4517 -0.3 0.2 -0.2 0.572
Br 1.9741 -6.1513 3.1980 -0.1 -0.4 0.2 0.534
Br 0.4730 -8.8680 2.3530 0.2 0.1 0.3 0.560
H 0.7143 -7.7901 4.5827 0.2 0.0 -0.3 -0.023
C 6.0476 3.6463 -5.1400 0.0 -0.2 -0.1 -1.598
Br 4.2087 3.0452 -4.9987 0.3 0.2 0.0 0.570
Br 6.1765 5.3744 -6.0132 0.0 -0.3 0.2 0.559
Br 6.9426 3.6392 -3.4181 -0.2 0.0 -0.3 0.549
H 6.5696 2.9294 -5.7734 -0.1 0.2 0.2 -0.024
C 5.0467 -1.3961 -8.0048 0.0 -0.1 -0.9 -1.491
Br 3.9212 -0.8655 -6.4968 8.2 -4.3 -5.8 0.529
Br 5.6340 0.1356 -9.0493 0.0 -0.1 0.0 0.534
Br 6.5396 -2.4945 -7.4285 -0.3 0.4 -0.3 0.527
H 4.4324 -2.0126 -8.6632 0.3 0.1 0.0 -0.031
C 0.7087 -12.4723 4.5094 0.0 0.1 -0.1 -1.623
Br 2.6118 -12.8419 4.5747 -0.4 0.0 0.0 0.537
Br -0.2002 -13.5963 3.2154 0.2 0.2 0.3 0.559
Br -0.1090 -12.5867 6.2653 0.2 0.0 -0.3 0.556
H 0.5958 -11.4421 4.1716 0.1 -0.3 0.1 -0.082
C -12.3955 1.3055 0.3733 -0.2 -0.1 0.0 -1.601
Br -11.1654 -0.1834 0.5604 -0.4 0.4 -0.1 0.504
Br -11.9610 2.7551 1.5879 0.0 -0.3 -0.3 0.562
Br -12.5162 1.9155 -1.4647 0.1 -0.1 0.4 0.552
H -13.3832 0.9404 0.6531 0.3 0.1 -0.1 -0.027
C -0.9562 -2.2273 -10.2773 0.0 0.1 -0.1 -1.600
Br 0.9499 -2.5878 -10.2478 -0.4 0.0 -0.1 0.548
Br -1.8790 -3.3373 -11.5740 0.2 0.2 0.3 0.560
Br -1.7482 -2.3733 -8.5110 0.1 -0.1 -0.4 0.537
H -1.0802 -1.1933 -10.5975 0.0 -0.3 0.1 -0.022
C -5.8205 9.5067 -0.5865 0.0 0.0 0.2 -1.605
Br -7.3050 10.5671 0.0755 0.3 -0.2 -0.2 0.561
Br -6.4098 8.1329 -1.8248 0.1 0.3 0.2 0.573
Br -4.4249 10.6170 -1.3518 -0.3 -0.2 0.1 0.594
H -5.3861 8.9961 0.2725 -0.1 0.1 -0.2 -0.080
C 6.5810 -2.2637 9.8900 0.0 -0.1 0.1 -1.600
Br 5.1011 -1.1987 10.5535 0.3 -0.2 -0.2 0.561
Br 5.9845 -3.6395 8.6586 0.1 0.3 0.3 0.543
Br 7.9757 -1.1572 9.1171 -0.3 -0.2 0.1 0.518
H 7.0175 -2.7727 10.7487 -0.1 0.2 -0.3 -0.027
C -8.7672 -2.6616 2.6615 -0.1 0.0 0.1 -1.605
Br -7.3085 -3.7328 3.3615 -0.3 0.2 -0.2 0.558
Br -8.1678 -0.9023 2.1053 0.1 -0.4 0.1 0.522
Br -9.7201 -3.5799 1.2425 0.2 0.2 0.2 0.552
H -9.4744 -2.5144 3.4771 0.2 0.0 -0.2 -0.022
C 8.5423 -5.6426 -5.5608 0.0 -0.1 0.2 -1.604
Br 7.0347 -4.6403 -4.8641 0.3 -0.4 0.1 0.510
Br 7.9793 -7.0154 -6.8113 0.1 0.3 0.2 0.557
Br 9.8895 -4.4760 -6.3286 -0.3 -0.2 0.1 0.554
H 9.0052 -6.1514 -4.7161 -0.1 0.1 -0.3 -0.029
C 10.4827 2.6346 8.4293 0.1 0.1 0.0 -1.612
Br 10.2888 2.4236 10.3482 0.0 0.0 -0.4 0.553
Br 10.8667 0.9460 7.5542 -0.1 0.3 0.2 0.541
Br 8.9472 3.5212 7.6419 0.3 -0.2 0.2 0.559
H 11.3437 3.2817 8.2650 -0.3 -0.2 0.0 -0.028
C -6.4207 10.8343 -4.6808 0.0 0.0 0.1 -1.636
Br -7.9045 11.8944 -4.0191 0.3 -0.2 -0.2 0.549
Br -7.0101 9.4612 -5.9185 0.1 0.3 0.2 0.551
Br -5.0254 11.9444 -5.4459 -0.3 -0.2 0.1 0.554
H -5.9861 10.3236 -3.8218 -0.1 0.1 -0.3 -0.120
```
Forces are in eV/Å.

Summary:
DFT total energy	-145778.96605	Eh
orbital gap	7.13	eV
maximum force	10.93	eV/A
net charge	0
lowest unoccupied orbital energy	-0.0223	hartree